Here is C37H40CrN4P2S2 as an isolated structure from OMol25. Energies are from ωB97M-V/def2-TZVPD.

The geometry in ORCA input format:
```
! RIJCOSX wB97M-V def2-TZVPD def2/J DEFGRID3
* xyz 0 5
Cr -0.0404 -0.4288 0.0787
C 2.9029 0.3239 4.6110
S 3.6285 -0.5116 3.1815
C 2.3889 -0.3582 1.9313
S 0.6819 -0.3015 2.3354
N 2.8788 -0.3864 0.7370
N 1.9054 -0.4131 -0.2357
C 2.2822 -0.4551 -1.5056
C 1.2474 -0.4526 -2.4619
C 1.4527 -0.5458 -3.8559
C 0.3842 -0.5917 -4.6989
C -0.9303 -0.5521 -4.1704
C -1.0772 -0.4577 -2.8177
N -0.0384 -0.3891 -1.9546
H 3.3816 -0.0988 5.4949
H 1.8326 0.1346 4.6555
H 3.0963 1.3950 4.5710
H 3.3336 -0.5006 -1.7627
H 2.4707 -0.5965 -4.2287
H 0.5362 -0.6714 -5.7676
H -1.8013 -0.5955 -4.8096
H -2.0645 -0.4400 -2.3751
C -2.3874 2.3857 -1.2643
N -1.9958 2.1305 0.1646
P -2.2659 0.4353 0.5594
C -3.9935 0.1790 0.0200
C -4.9758 1.1045 0.3765
C -6.2969 0.8718 0.0299
C -6.6486 -0.2886 -0.6595
C -5.6766 -1.2115 -1.0057
C -4.3455 -0.9748 -0.6699
C -2.5323 0.2761 2.3594
C -2.6885 -1.0452 2.7870
C -2.8895 -1.3260 4.1288
C -2.9218 -0.2904 5.0576
C -2.7679 1.0205 4.6339
C -2.5765 1.3054 3.2867
P -0.2512 2.4728 0.3737
C -0.1814 3.3237 1.9932
C -1.2000 4.1508 2.4620
C -1.0615 4.8215 3.6679
C 0.1042 4.6749 4.4161
C 1.1249 3.8585 3.9520
C 0.9800 3.1797 2.7466
C 0.0509 3.9239 -0.7113
C 1.2525 3.8731 -1.4183
C 1.6812 4.9602 -2.1762
C 0.8998 6.1005 -2.2459
C -0.3118 6.1529 -1.5591
C -0.7287 5.0780 -0.7921
H -3.2641 1.8077 -1.5340
H -1.5899 2.1362 -1.9705
H -2.6366 3.4348 -1.3978
H -4.6980 1.9995 0.9230
H -7.0586 1.5933 0.3040
H -7.6841 -0.4709 -0.9188
H -5.9469 -2.1161 -1.5386
H -3.5813 -1.6969 -0.9424
H -2.6446 -1.8574 2.0693
H -3.0067 -2.3523 4.4529
H -3.0651 -0.5094 6.1096
H -2.7856 1.8308 5.3528
H -2.4622 2.3327 2.9679
H -2.1198 4.2488 1.8950
H -1.8637 5.4554 4.0292
H 0.2094 5.1939 5.3619
H 2.0322 3.7409 4.5328
H 1.7711 2.5260 2.3890
H 1.8562 2.9707 -1.3750
H 2.6213 4.9086 -2.7114
H 1.2298 6.9524 -2.8282
H -0.9310 7.0392 -1.6199
H -1.6677 5.1490 -0.2532
C 0.3764 -3.7839 -1.7950
C 0.5832 -3.4638 -0.3145
C 0.5340 -4.7582 0.4953
C -0.4612 -2.4667 0.2156
H 1.2064 -4.3736 -2.1953
H 0.2790 -2.8843 -2.4042
H -0.5428 -4.3711 -1.9203
H 1.5845 -3.0444 -0.1909
H -0.4556 -5.2240 0.4039
H 0.7233 -4.5661 1.5561
H 1.2809 -5.4785 0.1400
H -0.5933 -2.6189 1.2876
H -1.4347 -2.6721 -0.2632
*
```

## Properties
**HOMO-LUMO gap (spin up / spin down)**: 5.908 / 7.279 eV
**<S²>**: 6.120
**LUMO energy (spin up / spin down)**: 0.3 / -0.2 eV
**Electronic energy**: -113648.23505 eV
**HOMO level (spin up / spin down)**: -5.6 / -7.5 eV
**Energy above the lowest of the compared OMol25 structures with the same formula, charge and spin**: 13.3 kcal per mole